Entry 1:
This record from OMol25 describes 2 unconnected molecules or ions with the total composition C4H7ClN2 at a distorted geometry. The level of theory is ωB97M-V with the def2-TZVPD basis set.

Positions of all 14 atoms, in Å:
C (2.5495, -0.4551, -1.5015)
C (-0.8215, 1.3815, -0.2397)
C (-1.3273, 0.1818, 0.5714)
C (-0.3988, -0.9166, 0.7553)
N (2.0873, 0.3951, -2.0881)
N (0.8342, -0.8024, 0.8046)
Cl (-1.3588, -2.3586, 1.4227)
H (-1.4858, 2.1680, -0.0851)
H (-0.9217, 1.1716, -1.3396)
H (0.1840, 1.6904, -0.0026)
H (-1.4942, 0.6653, 1.5374)
H (-2.2550, -0.1179, 0.0849)
H (1.3497, -1.7166, 1.1388)
H (3.0584, -1.2864, -1.0585)

Computed properties:
Frontier orbital gap (spin up / spin down)   6.29 / 7.21 eV
Energy above the lowest of the compared OMol25 structures with the same formula, charge and spin   2.172 eV
Multiplicity   3
Molecular weight   118.57 g mol⁻¹
Lowest unoccupied orbital energy (spin up / spin down)   0.0226 / -0.1406 hartree
Electronic energy   -726.0755 Eh

Entry 2:
This record from OMol25 describes 2 unconnected molecules or ions with the total composition C4H7ClN2O2 at a distorted geometry. The level of theory is ωB97M-V with the def2-TZVPD basis set.

Positions of all 16 atoms, in Å:
O (2.8525, -0.7599, 1.2176)
N (2.4419, -0.1996, 0.1878)
O (1.9896, 1.0352, 0.4692)
C (0.5227, 1.1238, 0.4064)
C (-0.4107, -0.0092, 1.1364)
C (-0.6706, -1.0968, -0.0814)
N (-0.5459, -0.3744, -1.2592)
C (-0.2495, 1.1207, -1.0399)
H (0.3246, 2.1410, 0.9935)
H (-1.4275, 0.5771, 1.3272)
H (-0.1467, -0.3960, 2.2088)
H (-0.8722, -2.2415, 0.0623)
H (-0.6511, -0.7908, -2.2128)
H (0.3899, 1.6850, -1.8409)
H (-1.3195, 1.5379, -0.7537)
Cl (-2.2275, -3.3525, -0.8212)

Computed properties:
Frontier orbital gap   6.78 eV
Energy above the lowest of the compared OMol25 structures with the same formula, charge and spin   4.500 eV
Molecular weight   150.56 g mol⁻¹
Lowest unoccupied orbital energy   -0.0533 hartree
Electronic energy   -876.5595 Eh

Entry 3:
This record from OMol25 describes C4H7ClN2S in the gas phase at a distorted geometry. The level of theory is ωB97M-V with the def2-TZVPD basis set.

Positions of all 15 atoms, in Å:
C (0.8042, 2.0363, 0.9144)
N (0.1685, 1.8812, -0.4516)
C (-0.4780, 0.8225, -0.9005)
C (-1.0570, -0.3285, -0.0813)
Cl (-2.7789, -0.3712, -0.0888)
C (-0.3568, -1.0965, 0.6314)
N (1.0772, -1.0055, 0.7028)
S (2.4581, -0.7786, -0.4982)
H (0.1125, 1.7604, 1.7683)
H (1.2747, 3.2260, 1.1031)
H (1.6269, 1.1890, 1.2622)
H (-0.4654, 0.9716, -1.9379)
H (-0.7735, -2.0439, 1.1881)
H (1.3854, -1.6269, 1.3732)
H (2.5560, 0.5602, -0.4192)

Computed properties:
Frontier orbital gap   9.06 eV
Energy above the lowest of the compared OMol25 structures with the same formula, charge and spin   4.144 eV
SMILES   C/N=C\C(Cl)=C/NS
Molecular weight   150.63 g mol⁻¹
Lowest unoccupied orbital energy   0.0077 hartree
Electronic energy   -1124.3508 Eh

Entry 4:
This record from OMol25 describes C4H7ClN2S in the gas phase at a distorted geometry. The level of theory is ωB97M-V with the def2-TZVPD basis set.

Positions of all 15 atoms, in Å:
H (0.2674, -1.5495, 1.1025)
N (-0.5211, -1.0181, 1.3851)
C (-0.5766, 0.0860, 0.7111)
C (-1.6110, 1.1095, 1.0739)
N (0.2899, 0.4221, -0.3783)
S (0.4432, 1.9854, -0.9718)
C (1.1340, -0.5407, -0.9729)
C (0.7950, -1.8092, -1.2119)
Cl (1.9284, -2.9077, -1.8587)
H (-2.2624, 0.6509, 1.8337)
H (-1.0854, 2.0000, 1.4681)
H (-2.1813, 1.4931, 0.2319)
H (1.4682, 2.4179, -0.1550)
H (2.0781, -0.1018, -1.2663)
H (-0.1662, -2.2378, -0.9914)

Computed properties:
Frontier orbital gap   9.30 eV
Energy above the lowest of the compared OMol25 structures with the same formula, charge and spin   1.262 eV
SMILES   [H]/N=C(/C)N(S)/C=C/Cl
Molecular weight   150.63 g mol⁻¹
Lowest unoccupied orbital energy   0.0195 hartree
Electronic energy   -1124.4567 Eh

Entry 5:
This record from OMol25 describes a gas-phase ion, C4H7ClN3 (charge +1) at a distorted geometry. The level of theory is ωB97M-V with the def2-TZVPD basis set.

Positions of all 15 atoms, in Å:
C (0.3435, -1.8330, -0.0904)
C (-0.2708, 1.0865, -0.0872)
C (-0.8309, -1.2188, 0.5939)
C (1.8991, -0.0977, -0.7182)
N (1.3454, -1.2664, -0.5864)
N (-1.1023, 0.1951, 0.4113)
N (-0.6530, 2.3280, -0.2253)
Cl (2.9763, 0.4889, 0.4396)
H (0.3274, -2.9186, -0.1567)
H (-1.7200, -1.7896, 0.2977)
H (-0.6753, -1.4359, 1.6646)
H (1.9888, 0.3110, -1.7191)
H (-2.0286, 0.4801, 0.7445)
H (-0.0233, 3.0104, -0.6140)
H (-1.5762, 2.6600, 0.0458)

Computed properties:
Frontier orbital gap   8.58 eV
Energy above the lowest of the compared OMol25 structures with the same formula, charge and spin   1.705 eV
Molecular weight   132.57 g mol⁻¹
Lowest unoccupied orbital energy   -0.1621 hartree
Electronic energy   -780.7454 Eh
Charge   +1

Entry 6:
This record from OMol25 describes a gas-phase ion, C4H7ClN3 (charge +1) at a distorted geometry. The level of theory is ωB97M-V with the def2-TZVPD basis set.

Positions of all 15 atoms, in Å:
C (-0.3948, 1.6376, -0.8044)
C (-0.3530, 0.7460, 1.5553)
C (-0.1492, 1.7103, 0.4859)
C (-0.8521, -1.2020, 0.3064)
N (-0.6430, -0.4937, 1.5104)
N (-0.4231, -0.7419, -0.9419)
N (0.9748, -1.0289, -1.0750)
Cl (0.3840, 3.2471, 1.0860)
H (-0.0730, 1.7622, -1.8535)
H (-0.2079, 1.1599, 2.5757)
H (-0.5078, -2.2315, 0.3720)
H (-1.8703, -1.3107, 0.1379)
H (1.7160, -0.2633, -0.8202)
H (1.1770, -1.2121, -2.1208)
H (1.2224, -1.7790, -0.4137)

Computed properties:
Frontier orbital gap (spin up / spin down)   8.19 / 8.18 eV
Energy above the lowest of the compared OMol25 structures with the same formula, charge and spin   5.844 eV
Molecular weight   132.57 g mol⁻¹
Lowest unoccupied orbital energy (spin up / spin down)   -0.2104 / -0.2106 hartree
Electronic energy   -780.5934 Eh
Charge   +1

Entry 7:
This record from OMol25 describes C4H7ClO in the gas phase at a distorted geometry. The level of theory is ωB97M-V with the def2-TZVPD basis set.

Positions of all 13 atoms, in Å:
C (1.1513, -1.5671, -0.5598)
C (0.5172, -0.7051, 0.1762)
C (-0.8196, -0.0445, -0.2980)
C (-0.7942, 1.4630, 0.0066)
O (-2.0176, -0.8517, 0.6150)
Cl (-3.4892, -0.7349, -0.1119)
H (2.0550, -2.0577, -0.1730)
H (0.6531, -1.8853, -1.4243)
H (0.6889, -0.3053, 1.2252)
H (-1.0128, -0.3614, -1.3721)
H (-0.3938, 2.0845, -0.7774)
H (-1.9182, 1.6513, 0.0162)
H (-0.4913, 1.5210, 0.9906)

Computed properties:
Frontier orbital gap   10.22 eV
Energy above the lowest of the compared OMol25 structures with the same formula, charge and spin   3.877 eV
SMILES   C=C[C@H](C)OCl
Molecular weight   106.55 g mol⁻¹
Lowest unoccupied orbital energy   0.0210 hartree
Electronic energy   -691.9034 Eh

Entry 8:
This record from OMol25 describes C4H7ClO2 in the gas phase at a distorted geometry. The level of theory is ωB97M-V with the def2-TZVPD basis set.

Positions of all 14 atoms, in Å:
O (-0.8696, -1.4165, -1.0621)
C (-1.1169, -1.0471, 0.2221)
C (-0.2739, 0.0503, 0.7901)
C (0.2992, 1.1688, -0.0387)
O (0.0736, 1.1628, -1.3710)
C (1.2304, 0.1531, 0.5928)
Cl (2.1628, -0.9266, -0.4112)
H (-0.7766, -0.5935, -1.5175)
H (-2.1855, -0.8025, 0.3659)
H (-0.9482, -2.0069, 0.7967)
H (-0.6070, 0.4397, 1.7606)
H (0.3454, 2.1928, 0.3009)
H (0.8550, 1.1939, -1.8899)
H (1.8112, 0.4317, 1.4613)

Computed properties:
Frontier orbital gap   10.21 eV
Energy above the lowest of the compared OMol25 structures with the same formula, charge and spin   1.310 eV
SMILES   OC[C@@H]1[C@H](O)[C@@H]1Cl
Molecular weight   122.55 g mol⁻¹
Lowest unoccupied orbital energy   0.0241 hartree
Electronic energy   -767.2257 Eh